(1)
The following is a DFT calculation (ωB97M-V/def2-TZVPD) of a molecular structure, C4H6O2.

**Gap between HOMO and LUMO**: 9.9 eV
**Energy relative to the best compared isomer or geometry (same formula, charge and spin)**: 77.27 kcal/mol
**E_LUMO**: 0.034 Ha
**Calculated total energy**: -306.38316 Ha

Each line ends with the natural charge from an NBO analysis.
CARTESIAN COORDINATES (ANGSTROEM)
C -2.068 -1.687 -0.743  0.2754
O -2.545 -1.314 0.303  -0.5150
C 0.035 0.546 0.680  0.1284
C 0.969 1.455 0.962  -0.3621
C 1.807 0.799 -0.104  -0.0781
O 0.706 -0.141 -0.321  -0.5232
H -2.544 -2.492 -1.337  0.1057
H -1.140 -1.250 -1.152  0.1367
H -0.964 0.235 0.972  0.2241
H 1.088 2.283 1.643  0.2243
H 2.703 0.261 0.219  0.1924
H 2.003 1.370 -1.016  0.1913

***

(2)
The following is a DFT calculation (ωB97M-V/def2-TZVPD) of a single C4H6O2 molecule.

**Gap between HOMO and LUMO**: 10.6 eV
**Energy relative to the best compared isomer or geometry (same formula, charge and spin)**: 22.41 kcal/mol
**E_LUMO**: 0.033 Ha
**Calculated total energy**: -306.47059 Ha

Each line ends with the natural charge from an NBO analysis.
CARTESIAN COORDINATES (ANGSTROEM)
O -1.322 -1.891 -0.354  -0.5155
C -0.616 -0.916 -0.287  0.5830
C 0.694 -0.750 0.481  -0.5506
C 0.734 0.778 0.645  -0.0718
O 0.217 1.261 -0.604  -0.5177
C -0.885 0.439 -0.947  -0.1920
H 1.494 -1.184 -0.142  0.2424
H 0.676 -1.274 1.434  0.2382
H 0.130 1.080 1.502  0.1652
H 1.679 1.261 0.869  0.2031
H -0.973 0.342 -2.036  0.2183
H -1.829 0.854 -0.561  0.1973